The following is a DFT calculation (wB97M-V/def2-TZVPD) of a structure of composition C42H55N4O4P2Sr.

XYZ file:
```
108
Properties=species:S:1:pos:R:3:mulliken_charge:R:1
Sr 1.13778 -0.20001 -0.11547 1.29
O 2.36584 -1.19938 7.28918 -0.50
C 1.15628 -1.66823 6.73374 -0.56
C 1.13801 -1.36369 5.26221 0.16
C 0.13336 -1.87073 4.44809 -1.36
C 0.13576 -1.53811 3.10853 -0.77
N 1.05954 -0.76348 2.53870 1.18
C 2.03666 -0.28209 3.31859 -0.46
C 2.10002 -0.55447 4.67955 -0.75
C 3.05892 0.59633 2.67458 0.67
C 4.32575 0.73939 3.21862 -0.73
C 5.23967 1.59611 2.61700 0.64
C 6.60239 1.81353 3.22802 -1.14
O 6.53430 2.71145 4.32319 -0.50
C 4.84076 2.27512 1.47620 -0.97
C 3.56762 2.05438 0.97771 -0.48
N 2.68840 1.23971 1.55752 0.61
H 2.35728 -1.34941 8.23896 0.31
H 0.28999 -1.18156 7.19741 0.33
H 1.04224 -2.74885 6.87288 0.35
H -0.64713 -2.50562 4.84733 0.47
H -0.64589 -1.90594 2.45495 0.51
H 2.87401 -0.12890 5.29948 0.66
H 4.61383 0.18528 4.10189 0.55
H 7.30590 2.15871 2.46508 0.40
H 6.98044 0.87743 3.63824 0.37
H 6.35038 3.59774 3.99515 0.33
H 5.51414 2.94560 0.95839 0.43
H 3.24541 2.53409 0.06220 0.46
N -1.68399 -0.60543 0.38182 1.03
C -2.38525 0.17594 1.34409 0.05
C -3.26194 -0.41623 2.24234 -0.31
C -3.89634 0.35076 3.20841 -0.83
C -3.66936 1.71727 3.27381 -0.86
C -2.79958 2.31176 2.37056 -0.69
C -2.14373 1.55402 1.40554 0.05
P -0.90494 2.22865 0.25493 1.48
C -1.81269 2.32454 -1.32600 0.43
C -3.20242 2.30366 -1.41891 -0.26
C -3.82251 2.40964 -2.65710 -0.72
C -3.06032 2.54843 -3.80824 -0.58
C -1.67371 2.56357 -3.72608 -0.66
C -1.05408 2.43951 -2.49266 -0.57
C -0.71297 3.95600 0.78117 -0.31
C 0.24757 4.21968 1.75753 -0.22
C 0.43173 5.51121 2.22659 -0.73
C -0.33032 6.55030 1.70932 -0.57
C -1.27769 6.29601 0.72780 -0.77
C -1.47220 5.00235 0.26530 -0.17
H -1.97461 -1.57697 0.41626 0.21
H -1.85598 -0.31853 -0.58278 -1.01
H -3.45747 -1.48141 2.17780 0.53
H -4.57880 -0.12092 3.90298 0.42
H -4.16773 2.31821 4.02196 0.44
H -2.61446 3.37733 2.42309 0.49
H -3.80294 2.20783 -0.52164 0.45
H -4.90272 2.39037 -2.72046 0.46
H -3.54556 2.63860 -4.77131 0.40
H -1.07534 2.66143 -4.62233 0.47
H 0.03028 2.44457 -2.43527 0.43
H 0.84988 3.40652 2.14841 0.28
H 1.17439 5.70883 2.98837 0.45
H -0.18152 7.56027 2.06758 0.39
H -1.86782 7.10661 0.32123 0.44
H -2.21268 4.80845 -0.50110 0.36
N 2.92708 -2.40108 0.27673 -0.27
C 4.27447 -2.15930 -0.29479 -0.55
C 4.16864 -1.81461 -1.78522 -0.78
C 3.05112 -0.80253 -1.87991 0.46
O 3.24692 0.34665 -1.40592 -0.65
O 1.89755 -1.21823 -2.19737 -0.42
H 3.02338 -2.73048 1.23162 0.22
H 2.48074 -3.15391 -0.24202 0.11
H 4.93915 -3.01590 -0.15700 0.46
H 4.70420 -1.30647 0.23279 0.13
H 3.92252 -2.69689 -2.37557 0.31
H 5.11487 -1.39738 -2.12572 0.38
C -4.19242 -1.45982 -2.28876 -1.37
C -3.17148 -2.60297 -2.26642 0.93
C -3.69387 -3.82625 -3.01930 -1.76
P -1.50013 -1.89805 -2.68324 1.11
C -1.68678 -1.02693 -4.30702 1.56
C -0.29148 -0.62722 -4.79654 -1.60
C -2.50273 -1.67255 -5.42618 -1.65
C -0.37346 -3.34438 -2.95502 1.03
C -0.28254 -4.12593 -1.64088 -1.54
C -0.60044 -4.27919 -4.14251 -1.60
H -5.13010 -1.77909 -1.82980 0.47
H -4.41502 -1.14966 -3.31131 0.25
H -3.83695 -0.57675 -1.75253 0.17
H -3.05170 -2.90471 -1.21632 0.17
H -3.75055 -3.65774 -4.09348 0.25
H -4.70052 -4.06723 -2.66820 0.49
H -3.07131 -4.70400 -2.84872 0.38
H -2.20011 -0.10434 -4.01228 -1.00
H 0.26543 -1.49329 -5.15816 0.38
H 0.30424 -0.16793 -4.00659 0.20
H -0.37715 0.07822 -5.62593 0.51
H -2.11130 -2.64625 -5.71758 0.18
H -2.47194 -1.02936 -6.30944 0.48
H -3.55017 -1.79732 -5.15366 0.35
H 0.58912 -2.84770 -3.09662 -0.13
H -1.20684 -4.66281 -1.41722 0.25
H -0.07121 -3.46275 -0.79394 0.09
H 0.51786 -4.86747 -1.69461 0.52
H -1.58983 -4.73690 -4.14459 0.19
H 0.13557 -5.08709 -4.11168 0.50
H -0.46665 -3.75962 -5.09007 0.30
```

Output
E_tot: -2866.85044 Eh
Net charge: +1
HOMO-LUMO gap: 0.288 hartree